{"formula": "C21H40BBrCl2F8N3O9PSV", "method": "ωB97M-V/def2-TZVPD", "charge": 2, "lumo_ha": -0.336, "spin_multiplicity": 2, "s2": 0.75, "molar_mass_g_mol": 906.2, "total_energy_ha": -7666.55426, "species": ["O", "B", "O", "C", "C", "N", "C", "S", "Cl", "C", "O", "H", "H", "H", "H", "H", "H", "H", "H", "H", "H", "Cl", "C", "C", "N", "C", "C", "N", "C", "C", "H", "H", "H", "H", "H", "H", "H", "H", "H", "H", "H", "C", "C", "C", "F", "F", "F", "F", "O", "C", "C", "F", "F", "F", "F", "H", "H", "H", "H", "Br", "O", "V", "O", "P", "O", "C", "C", "O", "C", "C", "O", "C", "C", "H", "H", "H", "H", "H", "H", "H", "H", "H", "H", "H", "H", "H", "H", "H"], "positions_angstrom": [[-6.1366, 2.1345, -1.1723], [-7.1437, 1.4955, -1.8775], [-8.3547, 2.1706, -2.0227], [-6.9955, -0.0018, -2.4902], [-5.8964, -0.8257, -1.7359], [-4.7998, -1.3403, -2.6259], [-4.3946, -0.2516, -3.5510], [-3.1220, -1.0389, -4.6734], [-3.4766, 1.0681, -2.6680], [-5.5792, 0.3203, -4.3915], [-6.8745, -0.0078, -3.9100], [-5.9199, 3.0005, -1.5414], [-8.5266, 2.3833, -2.9529], [-7.9639, -0.4924, -2.2556], [-6.3768, -1.7117, -1.2716], [-5.4166, -0.2774, -0.9056], [-3.9941, -1.5576, -2.0379], [-5.1153, -2.1278, -3.2417], [-1.9987, -0.9198, -3.8647], [-5.4991, -0.1469, -5.3906], [-5.4248, 1.4117, -4.5626], [-5.3556, -2.2734, -5.6540], [2.7192, -0.7425, 1.1241], [3.2492, 0.0747, -0.0365], [2.2000, 0.5485, -0.9578], [0.9858, -0.0422, -1.2214], [0.3644, 0.7261, -2.1526], [1.2205, 1.7572, -2.4522], [2.3242, 1.6318, -1.7226], [0.9803, 2.8281, -3.4256], [2.2685, -1.6752, 0.7822], [3.5280, -1.0009, 1.8050], [1.9641, -0.1839, 1.6809], [3.9618, -0.5102, -0.6199], [3.7717, 0.9526, 0.3448], [0.6975, -0.9445, -0.7139], [-0.5880, 0.6632, -2.6505], [3.1771, 2.2905, -1.7499], [1.7451, 2.7812, -4.1978], [1.0237, 3.7898, -2.9227], [0.0006, 2.7019, -3.8790], [0.7018, 6.3963, 1.0158], [1.1225, 6.2922, -0.4686], [2.5294, 5.7563, -0.7559], [3.4858, 6.5184, -0.2308], [2.7506, 5.7405, -2.1273], [0.9427, 7.4875, -1.0541], [0.2384, 5.4350, -1.0686], [0.8178, 7.6720, 1.6389], [2.0506, 8.0531, 2.1771], [2.6586, 9.2634, 1.4598], [2.8316, 9.0154, 0.1470], [3.8679, 9.5465, 1.9806], [2.8823, 6.9966, 2.2113], [1.8099, 8.3845, 3.4633], [-0.3691, 6.1955, 1.0332], [1.1434, 5.6071, 1.6270], [2.6531, 4.7354, -0.3828], [2.0138, 10.1393, 1.5628], [2.3048, 6.0617, -4.1489], [-1.9654, 5.3322, 2.8872], [-2.7976, 6.0564, 4.0003], [2.9763, -4.7103, 2.6007], [2.1623, -5.9913, 2.5939], [3.3799, -6.9996, 3.0740], [3.9254, -6.8752, 4.3823], [2.9953, -7.4487, 5.4352], [2.2854, -6.2456, 0.9662], [2.5804, -5.1711, 0.0882], [4.0799, -5.0198, -0.1101], [1.1428, -7.3291, 2.5474], [0.0309, -7.4370, 3.4400], [-0.6329, -6.1156, 3.7615], [4.1623, -5.8305, 4.6017], [4.8631, -7.4321, 4.3866], [2.1015, -6.8241, 5.5424], [3.4892, -7.4915, 6.4067], [2.6729, -8.4542, 5.1610], [2.1282, -4.2434, 0.4491], [2.1130, -5.3919, -0.8747], [4.6253, -5.0460, 0.8320], [4.3062, -4.0818, -0.6239], [4.4610, -5.8427, -0.7166], [0.3500, -7.9401, 4.3560], [-0.6956, -8.0962, 2.9614], [0.0694, -5.4211, 4.2413], [-1.4720, -6.2672, 4.4412], [-1.0019, -5.6369, 2.8515]], "forces_ev_per_a": [[0.3269, -0.7177, -0.4941], [-0.6407, 0.7115, -0.1019], [1.1795, 0.1006, -0.6846], [-0.1366, 0.2192, 1.2240], [-0.8011, -0.9919, 0.8000], [-0.9852, 1.5586, 0.5888], [1.9338, -0.1151, -1.6908], [0.4941, -0.2296, 0.0850], [-0.7239, -0.5163, 0.3446], [0.2274, 0.6594, -0.5450], [0.8153, -0.0935, 0.4718], [-0.4367, 0.0624, 0.4347], [-0.5462, -0.3543, 0.2281], [0.5490, 0.1374, -0.4402], [0.3673, 0.3989, -0.3472], [-0.1772, 0.0497, -0.6432], [-0.0632, -0.4773, -0.3675], [0.1637, 0.0822, -0.4318], [-0.7283, 0.6722, 0.0463], [-0.1786, 0.1334, 0.6288], [-0.1363, -0.4438, 0.7044], [-0.4808, -0.8551, 0.2129], [-0.4441, -0.0244, -0.1369], [0.4575, -0.2355, 0.2065], [0.1016, 0.1775, 0.0079], [0.1372, -0.0018, 0.1781], [0.1529, 0.1453, -0.1412], [-0.0267, 0.1071, -0.0753], [-0.2907, -0.2123, 0.0550], [0.1124, 0.0455, -0.0557], [0.0959, -0.0457, 0.0772], [0.0295, 0.0132, -0.0950], [0.0549, -0.0030, 0.0409], [-0.0302, 0.0231, -0.0012], [-0.0561, 0.0502, -0.1556], [-0.1349, 0.0092, -0.0848], [-0.0647, -0.1906, 0.0880], [-0.0067, -0.0449, -0.0334], [-0.0599, 0.0690, -0.0086], [-0.0308, -0.0021, -0.0644], [0.0247, -0.1047, 0.0781], [-0.3639, -0.1719, 0.4281], [-0.4051, 0.8903, 0.0977], [0.3325, -0.0666, -0.0204], [-0.0999, 0.0461, -0.0134], [0.5516, -0.7428, 3.6364], [0.2131, -0.1022, -0.0523], [0.2627, -0.3912, 0.1395], [0.6560, -0.0439, -0.4739], [-0.5591, -0.8052, 0.3232], [0.2714, 0.7246, -0.2413], [-0.1685, -0.2146, 0.0694], [-0.1423, -0.2390, 0.2332], [0.1979, 0.2149, -0.0386], [0.0296, 0.2676, -0.1089], [0.0237, 0.1070, -0.2628], [0.2786, 0.0638, -0.1530], [-0.1416, -0.0389, -0.0950], [-0.1085, -0.0989, 0.1163], [-0.7912, 0.6373, -3.5700], [-1.4869, 1.2703, 1.9847], [1.4381, -1.1579, -1.8753], [-3.3641, 1.3837, 2.5843], [6.4890, -4.2899, -5.3621], [-0.4829, 0.3268, 0.8900], [0.2140, -0.1305, 0.1841], [-0.0980, 0.0650, -0.0202], [-1.1587, 0.4151, -0.0287], [0.3968, 0.0568, -0.1330], [0.1015, -0.0961, -0.1201], [-1.9756, 2.7613, 1.8815], [-0.3423, -0.5575, 0.2658], [0.0874, 0.1084, -0.1919], [0.0025, 0.0204, -0.0576], [-0.0320, 0.0082, -0.1583], [-0.0171, 0.0073, 0.0528], [-0.0196, 0.0255, -0.0072], [0.0787, 0.0142, 0.0048], [0.1041, 0.0002, 0.0836], [-0.0692, -0.2008, 0.1015], [-0.1510, 0.1339, 0.0692], [0.0302, -0.0194, -0.0369], [-0.0286, 0.0465, -0.0334], [0.0578, 0.0637, 0.0232], [0.1296, -0.0019, -0.1189], [0.0144, -0.0549, 0.0955], [0.0356, 0.0395, 0.0001], [-0.0347, -0.0401, 0.0053]], "lowdin_spin": [0.0000, 0.0000, 0.0000, 0.0000, 0.0000, 0.0000, 0.0000, 0.0000, 0.0000, 0.0000, 0.0000, 0.0000, 0.0000, 0.0000, 0.0000, 0.0000, 0.0000, 0.0000, 0.0000, 0.0000, 0.0000, 0.0000, 0.0000, 0.0000, 0.0000, 0.0000, 0.0000, 0.0000, 0.0001, 0.0005, 0.0000, 0.0000, 0.0000, 0.0000, 0.0000, 0.0000, 0.0000, 0.0000, -0.0005, 0.0007, 0.0000, 0.0003, 0.0019, 0.0257, 0.0081, 0.1159, 0.0008, 0.0007, 0.0001, 0.0000, 0.0000, 0.0000, 0.0000, 0.0000, 0.0000, 0.0001, 0.0001, 0.0023, 0.0000, 0.8430, 0.0000, 0.0000, 0.0001, 0.0000, 0.0000, 0.0000, 0.0000, 0.0000, 0.0000, 0.0000, 0.0000, 0.0000, 0.0000, 0.0000, 0.0000, 0.0000, 0.0000, 0.0000, 0.0000, 0.0000, 0.0000, 0.0000, 0.0000, 0.0000, 0.0000, 0.0000, 0.0000, 0.0000]}